[1]
Computed, not measured: a structure of composition C34H30CuN3O3PS3, with ωB97M-V/def2-TZVPD.

⟨S²⟩ = 0.76
charge = 0
E = -4879.9766 Eh
2S+1 = 2
LUMO (spin up / spin down) = -0.016 / -0.028 Eh

```
75
Properties=species:S:1:pos:R:3:forces:R:3
C -5.9484 -1.0160 -1.0446 0.0 0.0 0.0
H -4.2302 4.5467 -3.3812 -0.1 0.0 0.0
C -3.1769 -0.8036 -1.1143 0.0 0.0 0.2
H -1.4985 -5.4488 -2.2934 0.0 0.0 0.0
H -0.2227 -0.8361 6.0320 0.0 0.0 0.1
H 4.8201 -1.1828 5.1610 0.0 0.0 0.0
C 3.5488 -0.5239 3.5693 -0.1 0.0 -0.1
C -1.5171 -3.4092 -1.6558 0.1 0.1 0.0
H -0.9718 -1.0053 -3.4391 0.1 0.3 0.0
C -3.9552 -0.1411 -2.0596 0.2 -0.1 0.0
C -3.4786 4.0023 -2.8288 0.2 -0.1 0.0
C 4.9199 0.9404 4.8836 0.0 -0.1 0.0
C 1.1505 -3.8102 -0.9676 0.1 -0.1 -0.1
H -1.4477 0.6719 -3.0596 0.1 -0.1 0.0
H 0.8682 -5.7961 -1.7027 0.0 -0.1 0.0
C 3.1030 0.5676 2.8394 -0.4 -0.3 0.0
H 5.4958 -0.0750 -2.8416 0.0 0.0 0.0
C -2.9696 2.1235 0.3465 -0.3 -0.3 1.0
C -0.7643 -2.3756 -1.1101 0.0 0.3 0.3
H 1.1490 -0.3397 4.9967 0.0 -0.1 0.1
C 0.0956 -0.6119 5.0197 -0.1 0.4 -0.1
C 0.4054 -4.8388 -1.5209 0.0 -0.1 0.0
O 0.9754 0.9069 -1.6031 0.1 0.7 1.0
H 4.8320 3.0168 4.3762 0.0 0.1 0.0
N -1.9449 1.5874 0.9435 0.9 0.0 -1.5
N -1.9337 1.2354 2.1651 -1.3 1.1 1.8
C 3.5494 1.8430 3.1275 -0.1 0.1 -0.1
H -3.9544 2.1311 0.8015 0.1 0.1 0.2
P -1.3725 -0.6623 -1.0322 -0.1 -0.2 -1.0
C 4.8702 0.0131 -1.9635 0.1 0.0 0.0
C 4.4634 -0.3361 4.5917 0.1 0.0 0.0
H 3.1687 -1.5096 3.3427 0.0 -0.1 0.0
O 1.1355 1.4677 1.2899 -0.5 0.7 -0.2
C -3.7818 3.4045 -1.6230 0.2 -0.1 0.1
C 4.6169 -1.1054 -1.1847 0.0 -0.1 0.0
S -0.7864 -1.1445 2.0675 -0.1 -0.4 0.1
C 3.7705 -1.0078 -0.0946 0.0 0.0 0.0
H 5.6282 1.0853 5.6869 0.0 0.0 0.0
H -5.9368 0.2569 -2.7599 0.0 0.0 -0.1
H 2.1897 -3.9666 -0.7205 0.1 0.0 0.0
H 1.1250 -1.7481 -0.3476 0.1 -0.1 0.0
H -7.0254 -1.1038 -1.0256 -0.1 0.0 0.0
C 0.5651 -2.5767 -0.7604 -0.2 0.1 0.0
C -5.1786 -1.6596 -0.0872 -0.2 0.0 0.0
C -0.9256 -4.6437 -1.8544 0.0 -0.1 -0.1
C -2.1838 3.9058 -3.3310 0.0 0.0 0.0
Cu -0.3332 1.2845 -0.2567 -0.2 0.0 0.3
H -0.2125 3.1354 -2.9114 0.2 0.0 -0.1
H -1.9270 4.3281 -4.2889 0.1 0.1 0.0
H -3.1918 -2.0380 0.6300 0.0 0.0 0.1
C -1.2078 0.3256 2.7514 0.1 -0.7 -0.3
H 2.9875 2.2739 -0.2894 -0.1 0.1 0.0
H 4.5071 2.1082 -2.2364 0.0 0.0 0.0
C -1.2336 3.2405 -2.5763 -0.1 0.2 -0.4
S 1.9310 0.2173 1.4977 1.8 -0.2 0.1
H -3.4949 0.4541 -2.8344 0.0 0.0 -0.1
C 0.6281 0.2848 -2.6594 -0.9 -0.9 -1.2
N -1.5108 2.6867 -1.4093 0.0 -0.1 0.4
H -4.7760 3.4483 -1.2049 -0.1 0.0 0.0
H 3.1663 2.6776 2.5627 0.0 0.2 -0.1
C 4.4656 2.0262 4.1511 0.0 0.0 0.0
C -5.3332 -0.2538 -2.0232 -0.2 0.1 0.0
O 1.3475 0.0547 -3.6099 0.2 0.0 -0.1
C 4.3119 1.2365 -1.6291 0.0 0.0 0.1
C -3.8032 -1.5464 -0.1142 0.1 0.0 -0.1
S -0.8846 0.7890 4.4231 0.1 -0.2 0.0
C -0.8591 -0.1844 -2.7233 0.2 -0.1 -0.3
H 5.0494 -2.0632 -1.4384 0.0 0.0 0.0
C -2.7635 2.7389 -0.9234 0.1 0.4 -0.7
H 3.5428 -1.8729 0.5115 0.0 -0.2 0.0
H -0.0968 -1.4499 4.3516 0.0 -0.1 0.1
C 3.4682 1.3407 -0.5358 0.1 0.1 0.1
H -2.5479 -3.2398 -1.9388 0.0 0.0 0.0
H -5.6620 -2.2418 0.6833 0.0 -0.1 0.1
C 3.1941 0.2120 0.2097 -0.2 -0.1 0.0
```
Forces are in eV/Å.

---

[2]
Computed, not measured: a structure of composition C34H30I2N5O6S3V, with ωB97M-V/def2-TZVPD.

⟨S²⟩ = 0.78
charge = -1
E = -4773.0150 Eh
2S+1 = 2
LUMO (spin up / spin down) = 0.026 / 0.048 Eh

```
81
Properties=species:S:1:pos:R:3:forces:R:3
H 0.5483 -2.1983 6.0998 0.0 0.0 0.0
C 3.6132 1.4931 1.1556 0.1 0.0 0.0
N 0.9674 1.8811 -1.2625 0.0 0.0 -0.1
H 5.3184 2.7913 1.1673 0.0 0.0 0.0
H 1.9127 -1.6613 -3.5359 0.0 0.0 0.0
C -1.2937 -0.6436 -5.7451 0.0 0.0 0.0
C 4.2687 2.6907 1.4036 0.0 0.0 0.0
C -4.0527 0.3317 1.6796 -0.1 -0.1 0.1
I 4.5206 5.5662 2.2934 0.0 0.0 0.0
H -3.0401 -4.3058 4.1694 0.0 0.0 0.0
C -0.1135 -0.7530 -5.0301 0.0 0.0 0.0
H -1.3715 -3.3692 2.6059 0.0 0.0 0.0
C 2.3153 3.3207 -2.6207 0.0 0.0 0.0
H -6.1977 0.4630 1.9226 0.0 0.0 0.0
H 2.0692 -3.0483 5.8336 0.0 0.0 0.0
S 0.3988 -1.0070 3.6643 -0.1 0.0 0.0
C 0.5449 4.2247 -1.3034 0.0 0.0 0.1
C 1.0706 -1.3551 -2.9307 0.0 0.0 0.0
C 3.5552 3.7487 1.9394 0.0 0.0 0.0
C -0.8935 2.7009 0.0907 0.0 0.0 0.0
C 1.0310 -2.9698 5.5032 0.0 0.0 0.0
H 1.6475 4.4631 2.6245 0.0 0.0 0.0
H -5.1337 -3.0432 4.6457 0.0 0.0 0.0
H 1.8189 5.4099 -2.5607 0.0 0.0 0.0
V 0.2753 -0.9204 1.3472 0.1 0.2 0.0
H -0.0576 1.5969 3.1262 0.0 0.0 0.0
H 2.8291 -4.9560 2.9028 0.0 0.0 0.0
O 1.6160 0.2348 1.1633 0.5 -0.5 0.2
N 0.0979 -1.0265 -0.7791 -0.2 -0.2 -0.2
O 2.7433 0.4511 -8.5413 0.0 0.0 0.0
H -0.3215 3.2527 2.5768 0.0 0.0 0.0
C 1.9672 2.0755 -2.1200 0.0 0.0 0.0
H 1.2036 -5.5933 2.7064 0.0 0.0 0.0
H -1.5357 1.3090 1.4214 0.0 0.2 0.0
C -4.4003 -2.6525 3.9536 0.0 0.0 0.0
O 3.6674 -0.9019 -6.7257 0.0 0.0 0.0
C -0.0708 -0.8488 -3.5457 0.0 0.0 0.0
C -0.9973 -0.5306 -1.3621 0.0 -0.1 -0.1
H -1.1648 3.6749 0.5296 -0.1 0.0 0.0
H -2.0381 -0.4777 -7.7589 0.0 0.0 0.0
H 0.5371 -3.9186 5.7200 0.0 0.0 0.0
H -5.5411 -0.9252 3.5047 0.0 0.0 0.0
C -1.1186 -0.4343 -2.7337 0.0 0.0 0.0
C -2.4942 -1.6124 2.1757 0.2 -0.2 -0.2
C -1.1604 -0.5668 -7.1253 0.0 0.0 0.0
C 2.2022 3.6231 2.2253 0.0 0.0 0.0
N 1.0699 -0.7912 -5.6372 0.0 0.0 0.0
S 1.1434 -2.9899 1.3720 0.0 0.0 0.0
C -3.6991 -0.9136 2.3993 0.0 0.0 0.0
C 0.9464 -2.6262 4.0366 0.0 0.0 0.0
C 1.2839 -3.4732 3.0538 0.0 0.0 0.0
H 1.7885 -5.1463 4.3154 0.0 0.0 0.0
C 1.1105 -1.4298 -1.5558 0.1 0.1 0.1
C 1.8015 -4.8683 3.2628 0.0 0.0 0.0
N -0.6552 1.7220 1.1419 0.0 -0.1 0.0
H -0.0385 5.0622 -0.9414 0.0 0.0 0.0
C 1.5457 2.4292 1.9863 0.1 0.0 0.0
O 2.5659 -1.9930 -8.6170 0.0 0.0 0.0
I 4.6316 -0.1034 0.2961 0.0 0.0 0.0
H -2.0175 -0.0018 -3.1502 0.0 0.0 0.0
H 2.5143 1.1907 -2.4245 0.0 0.0 0.0
H 1.9898 -1.7974 -1.0417 0.0 0.0 0.0
C 1.5819 4.4167 -2.2004 0.0 0.0 0.0
C 2.2593 1.3503 1.4442 -0.4 0.2 -0.1
C -2.2930 -2.8439 2.8141 0.0 0.0 0.0
C -5.3097 1.0734 2.0906 0.0 0.0 0.0
O -3.3877 0.7802 0.7652 0.1 0.1 -0.1
H 3.1347 3.4180 -3.3187 0.0 0.0 0.0
N 0.0083 -0.6007 -7.7399 0.0 0.0 0.0
C 1.0894 -0.7182 -6.9613 0.0 0.0 0.0
H -5.2816 1.3353 3.1491 0.0 0.0 0.0
H -1.7526 2.3626 -0.4909 0.0 0.0 0.0
C -3.2267 -3.3543 3.6869 0.0 0.0 0.0
H -1.7862 -0.2004 -0.6992 0.0 0.0 0.0
H -5.3773 1.9756 1.4890 0.0 0.0 0.0
C 0.2695 2.9368 -0.8546 0.0 0.1 0.0
C -4.6203 -1.4560 3.3094 0.0 0.0 0.0
S 2.7065 -0.7984 -7.8044 0.0 0.0 0.0
C 0.0729 2.2708 2.2749 0.0 0.0 0.1
H -2.2656 -0.6355 -5.2731 0.0 0.0 0.0
O -1.5461 -1.1657 1.3516 -0.4 0.3 0.3
```
Forces are in eV/Å.

---

[3]
Computed, not measured: a structure of composition C34H30N3NbO7P2, with ωB97M-V/def2-TZVPD.

charge = +4
E = -2742.6229 Eh
2S+1 = 1
LUMO (spin up / spin down) = -0.556 / -0.556 Eh

```
77
Properties=species:S:1:pos:R:3:forces:R:3
C 12.7973 12.4448 15.3938 0.3 -0.2 1.7
C 15.7036 12.3094 12.4006 -1.2 0.4 -1.5
C 12.8617 7.2831 11.9032 -1.1 0.6 0.7
H 9.1038 8.4385 6.6218 0.3 -0.3 0.8
H 15.2051 9.5486 10.9073 0.5 -0.4 0.2
H 11.2256 16.9594 12.0620 -0.3 0.7 -0.3
C 11.3548 8.0791 9.2013 1.6 -0.9 2.1
H 12.0408 16.3949 13.5269 0.2 0.7 -0.4
H 10.6296 9.6106 15.6315 -0.4 -0.2 -0.6
C 13.4554 8.4573 11.4588 2.0 1.4 -0.1
H 13.0493 17.4715 12.3558 -1.9 -1.1 0.2
H 12.0401 14.6233 7.9048 -0.1 -0.2 -0.8
H 8.2380 10.1779 14.9680 0.3 -0.4 -0.5
H 10.2608 6.6430 8.1774 -0.4 0.4 -0.1
O 12.8771 12.0210 8.8894 1.3 2.0 3.8
H 14.3568 12.0637 16.8810 -0.2 -0.1 -1.1
C 12.1914 15.4141 8.6018 1.2 1.5 -0.2
C 13.6286 6.2798 12.4124 2.3 -0.5 0.1
N 15.1667 12.5832 11.1201 -0.2 -2.0 -0.8
C 16.5045 11.7765 14.9648 0.0 -0.1 1.0
C 17.2801 11.9889 10.1740 0.3 -0.6 0.2
H 16.8187 11.5084 15.9662 0.4 0.1 -0.1
C 11.0332 9.7521 12.2208 0.8 1.3 0.3
H 12.3285 9.2716 13.9911 -0.1 0.4 -0.5
H 11.7791 7.2697 11.8968 0.0 -0.4 0.4
H 9.4345 10.1714 10.7849 0.1 -0.1 0.5
C 9.8428 8.6581 7.4120 -0.2 0.0 -0.2
H 9.8422 10.8001 6.9337 0.3 -0.7 -0.3
H 15.6892 5.5118 12.6206 -0.7 1.0 -0.3
C 8.7158 10.1078 12.8293 0.8 -0.6 0.8
O 10.4207 14.3816 11.8218 2.4 -0.7 0.1
C 15.0574 6.3781 12.2937 -0.9 -1.0 0.3
C 9.7004 10.0361 11.8417 0.0 0.1 0.1
C 11.7643 9.3960 9.3513 0.2 1.6 -0.6
H 9.6433 13.1413 10.2944 -0.7 1.1 0.8
C 11.3597 9.6111 13.6066 -1.3 -0.6 0.5
O 11.3049 15.2096 9.6944 0.4 -2.1 2.4
C 15.6301 7.4910 11.7225 1.0 1.4 -0.8
C 15.9208 12.2323 9.9986 0.5 1.6 1.3
H 7.6910 10.1732 12.6012 -1.1 0.4 -0.7
Nb 13.1420 12.3119 10.7984 1.9 -1.1 -1.2
H 11.9462 12.4666 16.1242 1.2 0.2 -0.6
H 13.2528 5.4034 12.9219 -0.4 0.0 -0.3
H 11.4189 12.7969 13.7708 1.0 -0.2 0.1
C 10.2891 9.9647 7.4824 0.8 0.4 0.3
C 10.3266 9.6811 14.5750 0.9 0.6 -0.4
C 10.4179 7.7181 8.2819 -0.4 -0.8 -1.7
C 11.7357 11.7334 8.2126 -2.9 -0.8 -2.3
N 13.3830 12.4154 13.0740 0.6 1.1 -0.2
C 14.8492 8.6122 11.3441 -0.9 -1.4 0.4
C 14.1183 12.1694 15.7915 -0.2 0.1 0.3
O 18.9167 10.8005 15.4053 -0.9 1.1 -2.9
C 11.3736 10.3094 8.3348 -1.8 -0.4 1.0
P 11.8249 14.4365 11.0419 -3.3 5.5 -0.2
H 11.9992 16.4388 8.2032 0.0 -1.0 0.1
H 17.7922 11.8552 9.2436 0.7 -0.1 -0.2
C 17.0532 11.9922 12.5716 0.4 0.0 0.1
H 15.5022 12.3840 8.9779 0.2 -0.2 0.9
C 17.3826 11.7547 13.9435 -0.1 -0.6 0.0
H 8.6894 13.2626 11.8208 0.1 0.3 0.0
O 12.6565 15.5212 11.8268 0.8 -3.4 -1.3
N 18.7205 11.3592 14.3000 3.1 -0.3 2.6
P 12.4443 9.8626 11.0287 -2.2 -2.5 -0.8
H 8.7245 14.7563 10.7288 0.6 -1.5 0.3
O 11.0764 12.4969 7.5453 2.1 0.0 1.6
O 19.6154 11.7499 13.5543 -0.9 -0.6 0.4
C 15.1481 12.0764 14.7890 -2.2 0.9 -1.4
C 17.9382 11.8623 11.4245 -1.4 0.7 -0.5
H 16.7157 7.5195 11.5208 -0.7 -0.1 0.3
H 11.8703 7.2885 9.8316 -1.1 1.0 -0.9
C 12.4797 12.6144 14.0654 -0.7 -0.8 -1.3
H 19.0453 11.7164 11.5340 -1.3 0.1 -0.2
C 9.2907 13.8516 11.1259 -1.1 -0.1 -1.7
C 12.1813 16.7146 12.4797 1.3 1.0 1.2
H 13.2340 15.4248 8.9664 -0.2 0.0 -0.2
C 14.7223 12.3121 13.4478 -0.1 -0.6 0.6
C 9.0004 9.9754 14.2021 0.9 0.3 -0.4
```
Forces are in eV/Å.

---

Look up the charge of the second one.
-1